No. 1
C18H18N5O2SSe4W as an isolated structure. Source: OMol25; level of theory: ωB97M-V/def2-TZVPD.

Cartesian coordinates (Å):
W 1.0704 -0.0950 -2.1475
N -1.5564 0.6099 5.3688
C -0.8994 0.2181 4.2460
C 0.4576 0.5513 4.0658
C 1.1213 0.1753 2.9257
C 0.4309 -0.5244 1.9340
C -0.9105 -0.8618 2.0862
C -1.5680 -0.4952 3.2381
S 1.2957 -1.0380 0.5430
O 0.2831 -1.3620 -0.5218
O 2.2682 -2.0384 0.8315
N 1.9527 0.2451 -0.2229
C 3.3120 0.1705 -0.5573
N 3.3924 -0.0680 -1.8777
C 4.5977 -0.0814 -2.4425
C 5.7163 0.0915 -1.6505
C 5.5168 0.2911 -0.2874
N 4.3052 0.3495 0.2751
H -1.0429 0.9887 6.1439
H -2.4705 0.2456 5.5677
H 0.9780 1.1053 4.8363
H 2.1663 0.4283 2.7911
H -1.4299 -1.4020 1.3065
H -2.6115 -0.7535 3.3670
H 4.6424 -0.2433 -3.5124
H 6.7086 0.0702 -2.0743
H 6.3590 0.4227 0.3808
Se 1.5131 2.3412 -2.8797
Se -0.8119 2.2027 -3.1115
Se 1.5681 -0.4991 -4.5394
Se 1.1165 -2.2957 -3.2068
C -2.4394 -1.3998 -3.3906
C -2.7772 -0.7289 -2.0891
C -3.9600 -1.0432 -1.4263
C -4.3029 -0.4144 -0.2428
C -3.4685 0.5519 0.2980
C -2.2765 0.9009 -0.3228
C -1.3972 1.9668 0.2704
C -1.9475 0.2312 -1.5086
N -0.7192 0.5824 -2.1717
H -1.8665 -2.3146 -3.2222
H -1.8524 -0.7560 -4.0463
H -3.3517 -1.6798 -3.9147
H -4.6223 -1.7824 -1.8595
H -5.2316 -0.6668 0.2519
H -3.7429 1.0534 1.2182
H -1.6385 2.1070 1.3236
H -1.5400 2.9214 -0.2386
H -0.3370 1.7217 0.1956

For the max |F|, the calculation gives 0.34 eV Å⁻¹. For the HOMO energy (spin up / spin down), the calculation gives -10.852 / -10.838 eV. Its charge is +1. The calculation puts the total energy at -11191.85219 a.u. As for the frontier orbital gap (spin up / spin down): 5.48 / 6.32 eV.

Results of the Mulliken charge analysis, in e, for atoms 1 through 4: 1.250 -0.475 1.071 -0.799

---

No. 2
C18H18N5O6RhS2 as an isolated structure in a non-equilibrium geometry. Source: OMol25; level of theory: ωB97M-V/def2-TZVPD.

Cartesian coordinates (Å):
Rh 0.3075 0.9289 1.2817
N 0.3755 0.8062 -3.8428
C -0.3285 0.4314 -2.7595
N 0.1614 -0.1471 -1.7163
C 1.5249 -0.3279 -1.6542
N 2.1472 -0.6848 -0.5769
N 1.4481 -0.6061 0.5975
C 1.7530 -1.4781 1.4899
C 1.1177 -1.3610 2.7962
C 1.3325 -2.2376 3.8468
C 0.6687 -2.0119 5.0421
C -0.1811 -0.9232 5.1527
C -0.3435 -0.0843 4.0620
N 0.2923 -0.3068 2.9169
C 2.3321 -0.1242 -2.8608
C 3.6884 -0.4515 -2.9394
C 4.4050 -0.1718 -4.0811
C 3.7808 0.4523 -5.1647
C 2.4463 0.7870 -5.1073
C 1.7240 0.4928 -3.9514
H -0.0857 1.3016 -4.5877
H -1.3905 0.6468 -2.7892
H 2.4677 -2.2607 1.2654
H 2.0096 -3.0716 3.7243
H 0.8176 -2.6777 5.8815
H -0.7113 -0.7152 6.0706
H -0.9738 0.7950 4.0865
H 4.1548 -0.9141 -2.0813
H 5.4549 -0.4243 -4.1374
H 4.3488 0.6781 -6.0573
H 1.9575 1.2731 -5.9425
C -3.5689 -1.2383 -0.7798
C -3.4621 -1.2863 0.7249
C -4.7320 -1.0930 1.5167
O -2.4038 -1.5029 1.2675
C -2.8653 2.2665 -0.0816
O -2.7344 1.9683 -1.1983
O -3.0554 2.5470 1.0218
H -4.1467 -2.0987 -1.1272
H -2.5709 -1.2682 -1.2126
H -4.0962 -0.3413 -1.1062
H -5.2577 -2.0502 1.5643
H -5.3991 -0.3736 1.0432
H -4.4916 -0.7798 2.5298
H -0.7480 0.0414 0.7481
O -0.1157 4.9195 1.4232
S 0.5968 3.6823 1.5518
O -0.2387 2.6211 2.2918
O 1.9242 3.7361 2.1116
S 0.6634 2.6368 -0.2532

For the max |F|, the calculation gives 1.21 eV Å⁻¹. For the HOMO energy, the calculation gives -7.632 eV. The calculation puts the total energy at -2328.91132 a.u. As for the frontier orbital gap: 6.63 eV.

Results of the Mulliken charge analysis, in e, for atoms 1 through 4: -0.030 0.084 -0.474 -0.197

---

No. 3
One molecule with the formula C18H19Cl2N3O3 in a non-equilibrium geometry. Source: OMol25; level of theory: ωB97M-V/def2-TZVPD.

Cartesian coordinates (Å):
C 3.6901 2.9807 -0.0310
H 4.0416 1.9902 0.2753
O 2.3209 3.1697 0.2384
C 1.4598 2.3483 -0.5086
C 1.3898 0.9085 0.0150
H 1.0465 0.9321 1.0503
H 2.3859 0.4660 -0.0045
C 0.4405 0.0681 -0.8414
N 0.3364 -1.3074 -0.3928
C -0.1230 -1.6643 0.8354
O 0.0840 -2.7738 1.2991
C -0.9026 -0.6649 1.5999
C -0.7278 -0.3801 2.9344
O -1.6631 0.4932 3.3239
N -2.4775 0.7779 2.2893
C -2.0560 0.1025 1.2505
C -2.7593 0.1757 -0.0324
C -3.0481 1.4105 -0.6227
C -3.7236 1.4896 -1.8295
C -4.1271 0.3288 -2.4653
C -3.8563 -0.9063 -1.9047
C -3.1790 -0.9779 -0.6978
Cl -2.8791 -2.5298 0.0000
H -4.1715 -1.8157 -2.3899
H -4.6573 0.3874 -3.4027
H -3.9282 2.4564 -2.2597
Cl -2.5168 2.8629 0.1351
C 0.2866 -0.8450 3.9063
H 0.6302 -1.8346 3.6164
H 1.1372 -0.1630 3.9231
H -0.1468 -0.8766 4.9025
C 0.9419 -2.3613 -1.1775
H 0.8722 -2.0971 -2.2350
H 0.3614 -3.2702 -0.9939
C 2.4037 -2.6643 -0.7926
C 3.3054 -1.6257 -1.2072
N 4.0104 -0.7922 -1.5493
H 2.7142 -3.5978 -1.2692
H 2.4645 -2.7924 0.2914
H 0.8096 0.0523 -1.8691
H -0.5481 0.5333 -0.8542
H 0.4729 2.8141 -0.4311
H 1.7643 2.3396 -1.5662
H 4.2190 3.7406 0.5406
H 3.9022 3.1121 -1.0986

The structure (SMILES) is COCCCN(CCC#N)C(=O)c1c(-c2c(Cl)cccc2Cl)noc1C. For the max |F|, the calculation gives 1.27 eV Å⁻¹. For the HOMO energy, the calculation gives -9.447 eV. The calculation puts the total energy at -2007.64605 a.u. As for the frontier orbital gap: 9.87 eV.

Results of the Mulliken charge analysis, in e, for atoms 1 through 4: -0.658 0.274 -0.397 -0.593

---

No. 4
One molecule with the formula C18H19Cl2NO5 in a non-equilibrium geometry. Source: OMol25; level of theory: ωB97M-V/def2-TZVPD.

Cartesian coordinates (Å):
C -1.1826 -4.3063 -1.4722
C -0.0345 -3.3210 -1.3202
O -0.4401 -2.3146 -0.4107
C 0.3956 -1.1956 -0.3415
C 1.7226 -1.4666 0.3909
H 2.3674 -2.1252 -0.1998
H 1.5254 -1.9029 1.3715
O 2.4039 -0.2402 0.6324
C 3.1817 0.2355 -0.3333
O 3.4342 -0.3313 -1.3641
C 3.7650 1.6014 0.0487
C 5.0519 1.3828 0.8430
H 5.4833 2.3455 1.1027
H 4.8258 0.8415 1.7578
H 5.7618 0.8157 0.2478
O 2.8819 2.3390 0.8685
C 1.5740 2.4105 0.4907
C 0.6482 2.6513 1.5056
C -0.7026 2.6548 1.2331
C -1.1409 2.4277 -0.0640
C -0.2295 2.2537 -1.0902
C 1.1269 2.2479 -0.8170
H 1.8217 2.0915 -1.6273
H -0.5850 2.1027 -2.0975
O -2.5037 2.3685 -0.3593
C -3.1612 1.3105 0.1221
N -2.5037 0.3942 0.8104
C -3.1509 -0.6610 1.2695
C -4.5029 -0.8810 1.0686
C -5.2042 0.0769 0.3481
C -4.5388 1.1889 -0.1318
Cl -5.3532 2.4118 -1.0265
H -6.2603 -0.0377 0.1615
H -4.9870 -1.7593 1.4595
Cl -2.2086 -1.7730 2.1593
H -1.4219 2.8041 2.0230
H 1.0126 2.8014 2.5088
H 3.9939 2.1435 -0.8811
H -0.1664 -0.4381 0.2137
H 0.6185 -0.8099 -1.3484
H 0.2145 -2.8656 -2.2903
H 0.8588 -3.8412 -0.9462
H -0.9017 -5.1037 -2.1543
H -1.4293 -4.7315 -0.5037
H -2.0606 -3.7955 -1.8578

The structure (SMILES) is CCOCCOC(=O)[C@H](C)Oc1ccc(Oc2nc(Cl)ccc2Cl)cc1. For the max |F|, the calculation gives 1.04 eV Å⁻¹. For the HOMO energy, the calculation gives -8.573 eV. The calculation puts the total energy at -2048.64823 a.u. As for the frontier orbital gap: 9.23 eV.

Results of the Mulliken charge analysis, in e, for atoms 1 through 4: -1.299 -0.186 -0.204 0.241

---

No. 5
C18H19Cl5F6N3O7PS2W as an isolated structure in a non-equilibrium geometry. Source: OMol25; level of theory: ωB97M-V/def2-TZVPD.

Cartesian coordinates (Å):
W 0.0782 -0.2255 0.2534
C 2.7796 -2.2585 4.9401
C 3.0206 -0.8119 4.5864
O 2.9570 -0.6924 3.1318
P 2.3635 0.5295 2.3758
S 2.7608 0.3666 0.4248
S 0.3478 0.7447 2.6403
O 3.0723 1.7644 3.0641
C 2.9542 3.1238 2.5744
C 4.1752 3.5054 1.7623
H 2.8865 -2.3897 6.0165
H 3.5082 -2.8909 4.4350
H 1.7789 -2.5680 4.6413
H 4.0159 -0.4843 4.8795
H 2.2787 -0.1481 5.0322
H 2.8781 3.7373 3.4694
H 2.0329 3.2284 1.9954
H 5.0736 3.3575 2.3606
H 4.1105 4.5564 1.4806
H 4.2515 2.8938 0.8652
Cl -0.6759 -2.9885 -6.4851
C -0.2262 -2.3154 -4.9783
C -1.0549 -1.3723 -4.3674
Cl -2.5311 -0.8932 -5.0799
C -0.6603 -0.8239 -3.1589
Cl -1.5916 0.3467 -2.3018
C 0.5329 -1.1939 -2.5374
O 0.9069 -0.5838 -1.4018
C 1.3404 -2.1524 -3.1421
Cl 2.7712 -2.6118 -2.3216
C 0.9688 -2.7048 -4.3647
Cl 1.9809 -3.8585 -5.1094
C -3.7714 -0.8301 0.0811
C -2.9855 0.0721 1.0327
O -1.6680 0.3845 0.6131
C -3.6779 1.4503 1.0888
F -2.9975 2.3240 1.8474
F -4.9151 1.3474 1.5620
F -3.7315 1.9605 -0.1551
C -3.0154 -0.5719 2.4683
F -4.1241 -1.2612 2.6805
F -1.9962 -1.4475 2.6214
F -2.8973 0.3230 3.4472
H -3.7768 -0.3999 -0.9144
H -4.7955 -0.9162 0.4365
H -3.3206 -1.8164 0.0490
O -0.2471 -3.6504 0.9523
N 0.0811 -2.6325 0.3979
O 0.8600 -1.6862 1.0710
O -0.8548 -1.8542 -0.2480
C 1.6745 1.9691 -2.4834
C 0.8264 2.5440 -1.4069
N 0.2696 1.9414 -0.3533
C -0.3950 2.9287 0.3665
C -0.2347 4.1152 -0.2566
N 0.5357 3.8504 -1.3632
H 2.2231 1.1048 -2.1304
H 2.3894 2.7175 -2.8237
H 1.0645 1.6659 -3.3375
H -0.9309 2.7241 1.2725
H -0.6003 5.0959 -0.0114
H 0.8195 4.5232 -2.0556

For the max |F|, the calculation gives 3.96 eV Å⁻¹. Its spin multiplicity is 2. For the HOMO energy (spin up / spin down), the calculation gives -11.603 / -11.678 eV. Its charge is +1. The calculation puts the total energy at -5493.08904 a.u. As for the frontier orbital gap (spin up / spin down): 6.67 / 6.69 eV.

Results of the Mulliken charge analysis, in e, for atoms 1 through 4: -0.374 -1.201 -0.172 -0.203

---

No. 6
C18H19ClMnN5O9PS as an isolated structure. Source: OMol25; level of theory: ωB97M-V/def2-TZVPD.

Cartesian coordinates (Å):
Mn 1.2760 -0.3922 0.0014
O 2.7919 -0.0523 1.3352
N 2.6841 0.6912 2.4150
C 3.6054 0.4942 3.3825
C 3.6443 1.2590 4.5165
C 2.6961 2.2781 4.6582
C 1.7652 2.4698 3.6701
C 1.7187 1.6641 2.5123
S 0.5675 1.8310 1.2813
H 4.2852 -0.3129 3.1569
H 4.3937 1.0602 5.2682
H 2.6930 2.9088 5.5381
H 1.0169 3.2456 3.7430
O -2.6552 -5.2204 3.2523
C -2.2181 -4.2110 3.8317
O -2.3136 -3.8667 5.0270
C -1.4174 -3.2263 2.9337
C -0.8592 -2.0740 3.4705
C -0.1522 -1.2078 2.6607
N 0.0493 -1.4234 1.3584
C -0.4773 -2.5489 0.8350
C -1.2200 -3.4504 1.5768
C -0.1548 -2.7839 -0.6379
O -0.7998 -3.5957 -1.2908
O 0.7992 -2.0437 -1.0752
H -0.9972 -1.8734 4.5244
H 0.2585 -0.2882 3.0679
H -1.6325 -4.3295 1.1025
C -1.4075 1.7451 -4.2021
N -1.4612 0.2955 -4.0600
C -2.7233 -0.0649 -3.4224
N -2.9731 0.6109 -2.1509
C -2.8713 2.0489 -2.3665
N -1.6126 2.4878 -2.9602
C -0.4904 2.2807 -2.0322
P -0.2427 0.4993 -1.5751
C -0.3164 -0.2027 -3.2843
C -2.0148 0.1609 -1.1310
H -2.1967 2.0444 -4.9017
H -0.4386 2.0231 -4.6225
H -2.7396 -1.1439 -3.2573
H -3.5364 0.2033 -4.1065
H -3.0097 2.5621 -1.4116
H -3.6812 2.3431 -3.0437
H -0.6671 2.8659 -1.1275
H 0.4300 2.6501 -2.4868
H -0.3735 -1.2897 -3.1966
H 0.6131 0.0377 -3.8027
H -2.2407 0.6510 -0.1789
H -2.1465 -0.9139 -0.9809
O 3.2762 -0.0749 -3.6182
Cl 3.3555 0.6287 -2.3748
O 2.4709 1.7623 -2.3957
O 4.6988 1.0558 -2.1270
O 2.9513 -0.2680 -1.2982

For the max |F|, the calculation gives 0.56 eV Å⁻¹. Its spin multiplicity is 2. For the HOMO energy (spin up / spin down), the calculation gives -2.920 / -2.557 eV. Its charge is -2. The calculation puts the total energy at -3998.85945 a.u. As for the frontier orbital gap (spin up / spin down): 7.09 / 6.73 eV.

Results of the Mulliken charge analysis, in e, for atoms 1 through 4: -0.120 -0.810 0.598 -0.233

---

No. 7
One molecule with the formula C18H19ClN4O3S3 in a non-equilibrium geometry. Source: OMol25; level of theory: ωB97M-V/def2-TZVPD.

Cartesian coordinates (Å):
C -3.4525 -1.7541 1.7422
C -2.7209 -0.5785 2.3784
H -3.1052 -0.4143 3.3858
H -1.6546 -0.8097 2.4633
C -2.8887 0.7169 1.5762
N -2.2890 0.5572 0.2643
C -2.9951 0.6335 -0.8755
O -4.1504 0.9822 -0.9541
C -2.1999 0.1888 -2.1063
H -2.7102 0.5166 -3.0102
H -1.1630 0.5181 -2.0887
S -2.1980 -1.6323 -2.1747
C -0.8136 -2.0273 -1.1944
N -0.0108 -1.0875 -0.7854
C 1.0662 -1.5015 -0.0828
C 1.3124 -2.8106 0.2730
C 0.4335 -3.8650 -0.1438
O 0.5009 -5.0496 0.0658
N -0.6311 -3.3378 -0.9178
H -1.2908 -4.0197 -1.2759
S 2.7926 -2.9396 1.1817
C 3.0569 -1.1992 1.0329
S 4.3142 -0.3747 1.6588
N 2.0236 -0.6286 0.3368
C 2.0729 0.7206 -0.1022
C 1.1938 1.6543 0.4076
C 1.2522 2.9623 -0.0488
C 2.1979 3.3310 -0.9899
C 3.0802 2.3925 -1.4956
C 3.0263 1.0674 -1.0741
O 3.8016 0.0611 -1.5315
C 4.8734 0.3687 -2.3954
H 5.3894 -0.5745 -2.5647
H 5.5616 1.0802 -1.9321
H 4.5154 0.7646 -3.3506
H 3.8079 2.7026 -2.2274
H 2.2485 4.3529 -1.3305
Cl 0.1447 4.1314 0.5692
H 0.4822 1.3685 1.1644
H -1.3278 0.2463 0.2187
C -2.2809 1.9097 2.3098
H -2.8481 2.1177 3.2125
H -2.3029 2.7921 1.6762
H -1.2506 1.7076 2.5957
H -3.9516 0.9057 1.3933
H -3.0838 -1.9441 0.7362
H -4.5175 -1.5462 1.6758
H -3.3114 -2.6554 2.3337

The structure (SMILES) is CC[C@@H](C)NC(=O)CSc1nc2c(sc(=S)n2-c2cc(Cl)ccc2OC)c(=O)[nH]1. For the max |F|, the calculation gives 1.54 eV Å⁻¹. For the HOMO energy, the calculation gives -8.155 eV. The calculation puts the total energy at -2796.89399 a.u. As for the frontier orbital gap: 8.06 eV.

Results of the Mulliken charge analysis, in e, for atoms 1 through 4: -1.075 -0.451 0.437 0.216

---

No. 8
A 2-piece molecular cluster, C18H19ClO3 overall in a non-equilibrium geometry. Source: OMol25; level of theory: ωB97M-V/def2-TZVPD.

Cartesian coordinates (Å):
C -2.8651 -0.8253 -0.0376
C -2.1139 0.4097 0.3407
C -1.2742 0.4685 1.5471
C -0.3719 1.6639 1.6232
C 1.0147 1.4365 2.2322
C 0.8593 0.5471 3.4366
O 0.2799 -0.7467 3.0319
C -0.6891 -0.8038 2.0631
O -1.0111 -1.9255 1.6646
O -2.1859 1.4120 -0.4234
H -2.3596 -1.7078 0.3978
H -3.9215 -0.8102 0.2754
H -2.8591 -0.8668 -1.1352
H -0.2464 1.9590 0.5706
H -0.8194 2.4950 2.1798
H 1.7182 1.0161 1.4935
H 1.4171 2.4054 2.5471
H 1.8054 0.3063 3.9212
H 0.1753 1.0117 4.1599
Cl -4.1366 5.9670 -2.6199
C -4.2257 4.9031 -1.2778
C -4.7515 3.6142 -1.4490
C -4.8081 2.7465 -0.3542
C -4.2917 3.1210 0.9168
C -4.3788 2.2223 2.0462
C -4.1595 2.7429 3.4472
C -5.0410 1.8123 4.3697
C -5.6814 0.8762 3.3934
C -5.2725 1.1257 2.0934
C -3.8097 4.4494 1.0573
C -3.7552 5.3361 -0.0237
H -5.1141 3.2923 -2.4360
H -5.2870 1.7744 -0.4930
H -3.1206 2.7022 3.8235
H -4.4806 3.8013 3.4985
H -4.4014 1.3281 5.1345
H -5.7820 2.4318 4.9105
H -6.3974 0.1227 3.7177
H -5.6032 0.5934 1.2095
H -3.5171 4.8142 2.0372
H -3.3620 6.3353 0.0985

For the max |F|, the calculation gives 2.00 eV Å⁻¹. For the HOMO energy, the calculation gives -6.665 eV. The calculation puts the total energy at -1383.08509 a.u. As for the frontier orbital gap: 4.06 eV.

Results of the Mulliken charge analysis, in e, for atoms 1 through 4: -1.103 0.586 0.565 -0.262